# 1
This record from the OMol25 dataset describes C21H62F2NO27P7S as an isolated structure in a non-equilibrium geometry. The level of theory is wB97M-V/def2-TZVPD.

Geometry as XYZ:
```
121
Properties=species:S:1:pos:R:3:forces:R:3:lowdin_charge:R:1
C 4.034800 -0.780166 0.671251 -0.46 1.12 0.13 0.00
C 2.687345 -0.009862 0.708739 -0.30 -1.45 0.17 -0.34
F 2.730802 1.162872 1.454067 0.40 -0.07 -0.34 -0.02
C 1.533398 -0.881498 1.311348 1.21 0.61 -0.40 -0.17
N 0.466085 -1.011474 0.284067 -0.53 0.00 0.06 -0.33
P -0.459173 -2.466176 0.440173 -0.42 -0.74 0.01 0.70
O -0.924103 -2.771435 1.796730 0.40 0.81 0.58 -0.40
S -0.474994 0.342542 0.156140 -1.43 0.36 0.40 0.53
O -0.652650 0.993196 1.388004 1.40 0.78 1.06 -0.21
O -1.682745 0.036589 -0.489813 -0.44 -0.89 -1.64 -0.25
F 0.325581 1.293804 -0.802833 0.22 -0.66 0.43 -0.12
H 3.891029 -1.833103 0.911139 0.22 0.12 0.07 0.07
H 4.717294 -0.282481 1.365502 0.05 -0.34 -0.01 0.10
H 4.447199 -0.687565 -0.331902 0.17 -0.20 0.19 0.05
H 2.427506 0.206444 -0.330417 -0.07 0.50 0.25 0.12
H 1.957968 -1.856379 1.558950 -0.52 -0.11 -0.22 0.11
H 1.173705 -0.431491 2.239899 -0.16 -0.02 -0.23 0.13
H -1.505717 -2.401245 -0.503261 0.56 0.29 -0.11 0.05
H 0.397097 -3.509101 0.014259 0.23 0.63 -0.33 0.04
C 3.465561 5.509171 -2.214330 0.07 0.01 0.40 -0.10
O 3.997319 5.042139 -3.463510 -3.13 1.62 -0.66 -0.26
P 3.068514 3.892540 -4.242943 5.73 -5.01 -1.27 0.59
O 3.513671 2.750506 -3.378775 -1.34 0.10 0.52 -0.26
O 3.895012 4.022603 -5.618811 -0.43 0.47 -0.03 -0.24
C 5.218531 4.541528 -5.674206 0.19 0.14 -0.12 -0.11
O 1.860041 3.158411 -5.113103 -0.95 2.87 1.12 -0.23
C 0.629709 2.933907 -4.404840 -0.14 -0.22 0.12 -0.11
H 4.145941 6.253956 -1.809303 0.06 -0.04 -0.09 0.10
H 2.486374 5.969835 -2.355039 0.06 0.09 0.05 0.08
H 3.378154 4.678800 -1.512660 0.04 -0.02 -0.03 0.07
H 5.864967 4.064342 -4.936833 -0.07 0.06 0.09 0.09
H 5.209120 5.620345 -5.529222 0.09 -0.04 0.10 0.08
H 5.612630 4.335472 -6.668359 -0.18 -0.11 -0.03 0.09
H 0.243812 3.866962 -3.993225 -0.12 -0.06 -0.01 0.08
H 0.780268 2.210416 -3.602939 0.07 0.03 0.01 0.07
H -0.095564 2.538373 -5.111752 0.11 0.02 -0.08 0.09
C -6.483253 -5.654795 3.450540 -0.13 0.26 0.09 -0.10
O -6.193649 -6.468204 2.300961 2.56 -0.42 2.33 -0.27
P -4.751084 -6.117963 1.516106 -3.12 1.06 -7.67 0.61
O -5.272093 -4.931220 0.744635 0.38 0.41 1.37 -0.27
O -4.803702 -7.471587 0.638152 0.49 -0.24 0.68 -0.25
C -6.006305 -8.191793 0.404305 -0.11 -0.23 0.00 -0.11
O -3.150677 -5.938259 1.093402 -0.17 -1.16 3.29 -0.24
C -2.432188 -4.888776 1.776766 -0.36 -0.25 -0.13 -0.14
H -7.412382 -6.002768 3.895349 0.01 -0.10 -0.11 0.09
H -5.686647 -5.747609 4.189980 -0.13 0.04 0.11 0.08
H -6.591158 -4.608897 3.161081 0.03 -0.02 -0.04 0.08
H -6.802250 -7.534226 0.054438 0.01 0.06 0.10 0.09
H -6.315859 -8.716821 1.306598 -0.12 0.07 -0.02 0.08
H -5.802689 -8.932978 -0.367399 0.19 0.10 -0.01 0.09
H -2.490170 -5.024147 2.856852 0.17 0.12 0.02 0.09
H -2.835803 -3.919949 1.505248 -0.17 -0.08 0.00 0.07
H -1.395730 -4.946772 1.475734 -0.06 -0.27 -0.06 0.06
C -7.437052 1.053668 6.824134 -0.18 0.18 0.13 -0.11
O -6.863367 -0.258206 6.925637 0.26 0.94 -3.12 -0.26
P -7.487578 -1.403182 5.877661 -1.33 -5.67 4.69 0.57
O -8.749772 -1.738145 6.611023 -0.12 1.27 -0.84 -0.25
O -6.306996 -2.460142 6.166862 0.28 0.42 -0.46 -0.25
C -5.553135 -2.458210 7.372691 0.20 -0.01 0.12 -0.11
O -7.768976 -2.179958 4.437957 1.23 2.91 -0.46 -0.24
C -8.694594 -1.524217 3.556465 -0.29 -0.04 -0.11 -0.11
H -6.917016 1.706545 7.520997 0.07 -0.12 0.03 0.09
H -7.310879 1.450366 5.815507 0.02 0.11 0.07 0.08
H -8.497918 1.026476 7.077251 0.01 -0.08 0.00 0.09
H -6.202304 -2.430424 8.248000 -0.04 0.09 -0.03 0.09
H -4.860776 -1.617988 7.385169 -0.06 0.03 0.10 0.08
H -4.971342 -3.378310 7.400593 -0.11 -0.05 -0.16 0.09
H -8.373730 -0.503080 3.348782 -0.06 -0.01 -0.13 0.08
H -9.693160 -1.515649 3.995135 0.04 0.01 0.07 0.08
H -8.717200 -2.079257 2.621645 0.12 -0.06 0.07 0.09
C 2.492106 6.972071 4.942751 -0.16 0.22 0.08 -0.11
O 2.790364 6.230359 3.751329 2.46 -0.44 2.11 -0.26
P 4.270857 6.560957 3.044139 -1.96 1.03 -7.07 0.57
O 3.920584 7.841350 2.348464 0.31 0.17 1.43 -0.26
O 4.210691 5.277260 2.079964 0.20 -0.22 0.52 -0.24
C 2.987526 4.664279 1.689799 -0.18 -0.23 -0.06 -0.11
O 5.921403 6.570156 2.855532 -0.86 -0.84 2.98 -0.23
C 6.639479 7.478387 3.703280 0.12 0.25 -0.04 -0.12
H 1.531148 6.632990 5.322304 0.01 -0.08 -0.11 0.09
H 3.250704 6.792495 5.706482 -0.11 0.01 0.08 0.08
H 2.438054 8.039641 4.724038 0.03 -0.02 -0.06 0.09
H 2.274844 5.400360 1.315028 0.00 0.06 0.13 0.09
H 2.563202 4.107814 2.523211 -0.13 0.07 -0.04 0.08
H 3.202781 3.956317 0.890996 0.24 0.05 0.04 0.08
H 6.410845 7.291775 4.753221 0.13 0.05 0.03 0.08
H 6.392794 8.509870 3.448497 -0.07 -0.03 -0.01 0.08
H 7.702566 7.314583 3.544059 -0.06 -0.10 -0.08 0.09
C -5.889054 -4.224210 -6.285111 0.05 -0.09 -0.25 -0.11
O -5.212897 -4.195162 -5.020355 -2.23 2.40 -0.06 -0.26
P -4.526149 -2.728056 -4.599828 6.85 -2.19 2.09 0.57
O -3.286807 -2.797447 -5.440731 -1.21 0.47 -0.77 -0.26
O -4.284981 -3.160561 -3.073945 -0.56 0.22 -0.07 -0.24
C -4.158308 -4.520097 -2.663547 -0.01 -0.29 0.22 -0.10
O -4.455256 -1.138744 -4.113871 -2.95 -0.79 -0.92 -0.23
C -4.812899 -0.168656 -5.107107 0.16 0.15 -0.15 -0.12
H -6.324044 -5.212360 -6.415130 0.06 -0.02 0.12 0.09
H -6.691806 -3.485105 -6.308222 -0.06 -0.10 -0.08 0.08
H -5.187426 -4.028486 -7.097541 0.04 0.02 0.05 0.08
H -3.437583 -5.059279 -3.280051 -0.09 0.06 -0.15 0.09
H -5.129493 -5.009133 -2.693073 0.07 -0.10 -0.03 0.09
H -3.809061 -4.534691 -1.632004 -0.10 0.24 0.00 0.07
H -5.810109 -0.366966 -5.501976 -0.01 0.15 -0.04 0.08
H -4.085624 -0.172830 -5.920458 -0.01 -0.08 0.00 0.08
H -4.814776 0.810276 -4.632971 0.02 -0.08 0.11 0.09
C 9.189767 1.272567 -4.959494 0.06 0.24 -0.12 -0.11
O 9.486970 0.478162 -3.802419 -2.89 -0.96 -1.16 -0.26
P 8.320821 0.490353 -2.600548 3.96 1.41 6.03 0.57
O 8.641940 1.810323 -1.971182 -0.78 0.11 -1.23 -0.25
O 8.972014 -0.760496 -1.821488 -0.32 -0.27 -0.49 -0.25
C 10.347245 -1.102687 -1.932480 0.17 -0.15 -0.02 -0.11
O 6.879576 0.150210 -1.856065 -0.10 -0.69 -3.08 -0.23
C 5.742175 0.895676 -2.335259 -0.02 0.34 -0.03 -0.12
H 9.997302 1.144227 -5.676542 0.05 -0.07 0.10 0.09
H 8.257822 0.943004 -5.422176 0.06 0.04 -0.11 0.08
H 9.111321 2.326589 -4.688236 0.00 -0.03 0.07 0.08
H 10.987700 -0.235376 -1.771255 -0.04 0.04 -0.09 0.09
H 10.549382 -1.549627 -2.904774 0.09 0.09 -0.01 0.08
H 10.566517 -1.843895 -1.165467 -0.18 0.05 0.07 0.09
H 5.626246 0.765483 -3.410186 -0.21 0.06 0.02 0.08
H 5.851773 1.953018 -2.099598 0.05 -0.01 -0.04 0.08
H 4.854709 0.517013 -1.840453 0.04 -0.05 -0.03 0.06
```
Positions in Å, forces in eV/Å.

Output
LUMO energy = -1.3 eV

---

# 2
This record from the OMol25 dataset describes C21H62I2O22S2 as an isolated structure in a non-equilibrium geometry. The level of theory is wB97M-V/def2-TZVPD.

Geometry as XYZ:
```
109
Properties=species:S:1:pos:R:3:forces:R:3:lowdin_charge:R:1
C -2.056047 3.602301 1.349491 0.71 -0.90 -1.66 0.11
C -1.781462 3.072500 0.294438 -0.81 0.42 1.06 -0.12
C -1.721308 2.435583 -1.022177 0.87 0.11 0.13 -0.10
C -0.688763 1.248133 -1.128135 -0.43 1.50 0.73 -0.35
O 0.208656 1.375364 -0.063003 0.60 -0.20 -0.04 -0.11
C 0.748924 0.133108 0.374248 0.46 0.61 0.09 -0.24
C 2.254450 0.298862 0.548187 0.25 -0.75 -0.11 -0.13
C 3.044574 -1.027363 0.513030 0.47 0.87 -0.28 -0.16
C 3.351731 -1.490969 -0.920107 -0.58 -0.67 0.97 -0.19
C 2.320955 -2.461166 -1.507440 0.95 0.25 -0.82 -0.18
C 2.674548 -3.932896 -1.280896 -0.98 0.63 -0.86 -0.15
C 1.465058 -4.752864 -1.707964 0.73 -1.36 1.20 -0.16
O 1.202703 -4.633258 -3.120752 -0.07 0.80 0.25 0.01
C 0.150250 -3.856386 -3.429033 -0.06 0.76 -0.44 -0.53
C 0.415527 -2.827221 -4.506206 0.53 -0.43 -0.23 0.01
O -0.927926 -3.918745 -2.899239 -0.18 -0.20 0.46 0.10
C -0.055584 -0.438140 1.597692 -0.09 0.03 -1.09 -0.39
C -0.153339 -1.949483 1.335763 0.76 -0.46 0.44 -0.13
O -0.139839 -2.689659 2.543810 -0.54 0.16 0.21 -0.14
O -0.686679 -3.965888 2.220765 0.14 -0.34 -0.23 0.00
O -1.285518 0.222133 1.554150 0.02 -0.65 0.21 -0.14
C -2.396602 -0.413607 2.184676 -0.87 0.94 0.53 -0.66
C -3.409782 -0.974005 1.194077 -0.04 0.01 0.55 -0.09
S -3.325443 0.907159 3.043961 -0.52 0.27 0.22 0.85
S 0.692884 -0.038077 3.216245 0.26 0.28 2.80 0.70
C 0.852116 1.779991 3.263960 0.40 -0.39 -0.21 -0.08
O 1.953254 -0.697536 3.434145 1.23 0.31 -1.41 -0.30
O -0.168687 -0.373381 4.320563 -1.68 0.30 -0.42 -0.30
C -0.050215 1.308273 -2.518512 0.37 -0.47 0.06 -0.65
I 1.926460 1.993495 -2.848507 -0.50 -0.20 0.46 1.07
C -0.779116 0.934303 -3.552992 -0.08 -0.24 -1.02 -0.81
C -2.192134 0.447447 -3.448907 -0.13 -0.25 -0.19 -0.15
I -0.098542 0.995346 -5.571704 -0.29 0.03 0.38 0.84
H -2.335967 3.947654 2.306001 -0.06 0.34 0.39 0.01
H -1.442907 3.202992 -1.743460 0.04 -0.01 -0.24 0.10
H -2.708667 2.089110 -1.306512 -0.23 -0.07 0.10 0.11
H -1.265515 0.339540 -0.972521 0.12 -0.27 -0.34 0.13
H 0.613630 -0.586493 -0.432389 -0.12 -0.10 -0.07 0.13
H 2.564109 0.886097 1.406789 -0.38 0.06 0.22 0.10
H 2.595912 0.849565 -0.320584 -0.09 0.25 -0.04 0.04
H 2.608878 -1.799909 1.139092 -0.04 -0.14 -0.01 0.10
H 4.004698 -0.791546 0.969209 0.08 -0.08 0.20 0.12
H 4.289098 -2.018548 -0.870287 0.25 -0.19 -0.13 0.08
H 3.549444 -0.641874 -1.569203 -0.18 0.22 -0.03 0.07
H 1.289639 -2.249504 -1.223819 -0.02 -0.02 0.17 0.09
H 2.359744 -2.329849 -2.588343 -0.22 0.12 -0.18 0.10
H 3.521066 -4.196264 -1.909417 0.27 -0.01 0.05 0.12
H 2.953173 -4.133607 -0.256475 -0.18 -0.22 0.22 0.09
H 1.639120 -5.809417 -1.502942 -0.10 0.05 -0.11 0.10
H 0.630285 -4.445870 -1.081118 -0.45 -0.04 -0.41 0.12
H -0.099293 -1.903044 -4.277558 -0.34 -0.03 0.04 0.04
H 1.470926 -2.593635 -4.606557 0.15 -0.14 0.03 0.08
H 0.082275 -3.218490 -5.465410 -0.19 0.08 -0.08 0.09
H -1.033357 -2.173534 0.740382 -0.32 0.19 0.08 0.13
H 0.693912 -2.295114 0.748302 0.14 0.15 -0.08 0.10
H -1.423376 -4.037333 2.841303 -0.04 0.14 0.09 0.11
H -2.154713 -1.145164 2.947722 0.68 -0.07 -0.14 0.10
H -3.176555 -1.994152 0.902452 0.14 0.00 -0.33 0.07
H -4.354384 -1.017774 1.732484 -0.21 -0.12 -0.10 0.07
H -3.565646 -0.295130 0.361522 0.11 -0.01 -0.19 0.07
H -2.422829 1.473988 3.869688 0.26 -0.50 -0.20 -0.12
H 1.920096 1.951710 3.357537 0.18 0.04 -0.24 0.06
H 0.466872 2.238651 2.357468 -0.12 0.04 -0.07 0.06
H 0.399757 2.194016 4.172921 -0.30 -0.51 -0.26 0.06
H -2.890510 1.270642 -3.569830 -0.11 0.15 -0.04 0.09
H -2.403638 -0.042371 -2.503570 0.03 0.03 0.17 0.08
H -2.407690 -0.277352 -4.225561 -0.01 -0.07 -0.15 0.06
O 2.291512 5.060003 -1.337522 -0.02 0.28 -0.12 -0.10
H 2.116282 4.410760 -2.033027 -0.01 0.03 0.22 -0.12
H 2.824005 5.739254 -1.765634 0.02 0.01 0.04 0.04
O 6.015930 -1.877850 -2.190122 0.59 -0.20 0.35 -0.06
H 5.824645 -2.493052 -2.903436 -0.14 0.09 -0.09 0.03
H 6.532008 -1.187627 -2.612710 0.01 0.00 -0.06 0.03
O -5.000961 2.062379 0.491341 -0.03 0.04 -0.26 -0.08
H -4.403097 2.624722 0.997387 0.12 -0.06 0.07 -0.02
H -5.597874 2.680344 0.053433 -0.14 -0.07 0.05 0.01
O 4.646307 -5.341296 0.622710 0.13 -0.14 0.21 -0.05
H 4.520499 -5.132792 1.554592 0.01 0.06 -0.01 0.04
H 5.057418 -6.211271 0.629317 0.00 0.00 -0.06 0.04
O -7.863680 3.142134 -0.769843 0.04 0.08 -0.12 -0.05
H -7.724255 3.586114 -1.612232 0.04 0.01 0.01 0.04
H -8.818807 3.050524 -0.705332 0.01 -0.06 0.09 0.04
O -3.278441 -5.263693 -1.207836 -0.08 0.12 -0.02 -0.07
H -3.479775 -5.944270 -1.855845 0.01 -0.03 0.02 0.03
H -2.759353 -4.617738 -1.702117 0.19 -0.07 -0.01 0.00
O -4.233807 5.502612 -0.090222 -0.06 0.13 0.00 -0.05
H -4.598458 6.302728 0.300183 -0.07 0.02 -0.07 0.04
H -3.637029 5.825819 -0.775910 0.05 -0.05 -0.01 0.02
O 0.684659 7.084086 0.658871 -0.09 0.17 0.00 -0.06
H 1.241897 6.494640 0.142811 0.07 -0.25 -0.06 -0.01
H -0.077321 7.234390 0.088693 0.00 -0.05 -0.02 0.01
O 0.270650 2.518231 6.697030 -0.02 -0.10 -0.02 -0.07
H 0.079575 2.738974 7.612693 -0.02 0.04 0.00 0.03
H 0.738762 1.674259 6.750417 0.13 0.07 -0.06 0.02
O -1.323991 5.972760 -1.803249 -0.09 -0.11 0.11 -0.05
H -0.623793 5.683557 -2.397282 0.03 0.10 -0.02 0.04
H -1.349658 5.284811 -1.125428 0.05 0.02 0.23 0.01
O 3.076966 0.912753 6.601743 -0.11 -0.12 -0.21 -0.05
H 2.965846 0.262761 5.894806 -0.04 -0.04 0.05 0.03
H 3.590447 1.615990 6.192714 -0.02 0.06 0.06 0.04
O 4.739120 -1.010899 -4.414093 0.01 0.20 -0.40 -0.06
H 4.422466 -0.259654 -3.900489 -0.08 -0.10 0.10 0.01
H 5.269945 -0.615888 -5.114125 -0.11 -0.03 -0.09 0.05
O -4.080634 4.667337 3.513877 0.04 0.09 0.09 -0.06
H -4.193332 5.442569 2.955168 -0.01 -0.04 -0.10 0.03
H -3.962700 5.025837 4.399266 -0.01 -0.06 0.05 0.05
O 1.497603 -7.583393 0.109847 0.07 -0.12 0.10 -0.05
H 1.366377 -7.375186 1.040433 -0.06 0.10 -0.02 0.04
H 1.921355 -8.447086 0.118179 -0.02 -0.01 -0.06 0.04
```
Positions in Å, forces in eV/Å.

Output
LUMO energy = -0.6 eV

---

no.,E_tot (eV),HOMO-LUMO gap (eV),HOMO level (eV)
1,-160843.427,7.99,-9.27
2,-105692.393,7.81,-8.40